Version a
DFT (the ωB97M-V functional and the def2-TZVPD basis) results for a molecular structure, C4H6N4.

Geometry (Å):
1 C 0.0791 2.0133 0.1122
2 N 2.4011 0.0154 -0.1918
3 N -1.9946 -0.6458 -0.0811
4 H -1.1090 -2.2892 0.9344
5 H 3.1757 -0.4564 0.1078
6 H 1.0921 2.3456 0.1523
7 C -1.7037 0.4732 -0.1012
8 N 1.4421 -1.0247 -0.0161
9 N -0.7525 -1.3823 -0.0112
10 H 2.1772 0.8990 0.4380
11 H -0.7371 2.8869 0.1579
12 C 0.2960 -0.5583 0.0851
13 C -0.3266 0.8226 0.0020
14 H -2.3401 1.3715 -0.2781

The LUMO energy comes out at 0.3 eV.

***

Version b
DFT (the ωB97M-V functional and the def2-TZVPD basis) results for a single C4H6N4 molecule.

Geometry (Å):
1 H 3.0463 -1.5839 0.3830
2 H -1.1568 -1.4979 0.0183
3 C 1.1398 1.0734 -0.2157
4 N -3.2631 -0.1140 0.0742
5 N -2.0927 0.3678 -0.2057
6 N 2.5106 0.5670 0.0571
7 H 0.8217 2.2095 0.0418
8 H 3.4692 1.1483 0.1170
9 H -3.8009 0.9622 0.1789
10 N 1.1744 -1.1376 -0.3096
11 C -0.9816 -0.3269 -0.3328
12 H -3.5726 -0.9900 0.5634
13 C 2.3760 -0.6887 0.0869
14 C 0.3299 0.0107 -0.4568

The SMILES is N/N=C/c1c[nH]cn1. The LUMO energy comes out at 0.8 eV.

***

Version c
DFT (the ωB97M-V functional and the def2-TZVPD basis) results for a single C4H6N4 molecule.

Geometry (Å):
1 H -2.4540 1.6777 0.5316
2 N -0.4943 1.4233 -0.3498
3 H 0.5307 1.0974 -2.2783
4 N -1.5328 -0.2136 0.9754
5 H -0.1302 2.3211 -0.3795
6 C -1.6055 0.9856 0.4069
7 C 0.3908 -1.6947 1.3453
8 H -0.1699 -2.3613 2.0514
9 N 1.1392 0.2727 -2.3065
10 N 0.4514 0.3736 -0.0126
11 H 1.4132 -2.0426 1.2179
12 C 1.0732 -0.1792 -1.1319
13 C -0.2476 -0.6419 0.7153
14 H 1.6358 -1.0181 -0.7850

The SMILES is [H]/N=C\N1NC=NC1=C. The LUMO energy comes out at 0.5 eV.

***

Which of them is the least stable? Correct choice: version a.

***

Version a
DFT (the ωB97M-V functional and the def2-TZVPD basis) results for a single C4H6N4 molecule.

Geometry (Å):
1 N -0.6470 -0.5238 0.2289
2 N 0.6326 0.0455 0.0476
3 H -5.3901 -0.0571 -0.0081
4 H 3.0444 1.1617 1.1685
5 H 1.3702 -1.9090 -0.0966
6 N 2.9964 -0.4861 -0.1231
7 H -1.6308 1.4071 -0.8231
8 H 0.9218 1.0923 -0.3586
9 C 1.7245 -0.8706 -0.1286
10 N 2.9343 0.8728 0.1301
11 C -3.0235 0.0556 0.0033
12 C -4.2559 0.0712 0.0974
13 C -1.6836 0.3413 -0.1987
14 H 3.7009 1.3613 -0.5068

The SMILES is C#C/C=N/N/C=N\N. The LUMO energy comes out at -0.2 eV.

***

Version b
DFT (the ωB97M-V functional and the def2-TZVPD basis) results for a single C4H6N4 molecule.

Geometry (Å):
1 H 1.4591 3.6751 0.8106
2 H -0.9323 -3.4335 1.0708
3 H -0.7749 1.1229 -0.7582
4 C 0.4742 -0.3255 -0.5613
5 C -0.8315 0.0267 -0.9083
6 N 1.3280 0.6246 -0.4012
7 N 0.9580 1.8529 -0.4539
8 C 1.6433 2.5877 0.5260
9 H 2.4989 2.1892 1.2522
10 N -1.8048 -0.8133 -1.0218
11 C -1.5624 -2.4293 0.5944
12 H 0.8321 -1.3394 -0.5474
13 N -1.1910 -2.0558 -0.6600
14 H -2.0967 -1.6823 1.0581

The SMILES is C=N/N=C\C=N/N=C. The LUMO energy comes out at -0.8 eV.

***

Which of them is the least stable? Correct choice: version b.

***

Version a
DFT (the ωB97M-V functional and the def2-TZVPD basis) results for a single C4H6N4 molecule.

Geometry (Å):
1 H -2.5449 -0.5272 -0.7801
2 H 3.2604 -0.4098 0.2835
3 H 2.5989 -0.4472 -2.2995
4 C -0.7781 0.3234 1.0477
5 N -2.8676 0.1774 -0.0280
6 C 1.7967 -0.2124 -1.4195
7 N 1.4602 -0.0051 0.7349
8 C 0.2193 -0.2693 0.1174
9 C 0.4053 -0.4109 -1.2051
10 H -3.7957 -0.0819 0.3743
11 H -0.1136 0.3482 2.0244
12 N -2.1303 0.5676 1.0891
13 H -0.5746 -0.7088 -1.7551
14 N 2.2964 0.0088 -0.2375

The SMILES is N/N=C\c1cc[nH]n1. The LUMO energy comes out at 0.6 eV.

***

Version b
DFT (the ωB97M-V functional and the def2-TZVPD basis) results for a single C4H6N4 molecule.

Geometry (Å):
1 H -0.5113 -1.9984 -0.6794
2 N -1.1893 0.6880 -1.7238
3 H 0.2018 -1.6588 -2.2374
4 C -0.4266 0.0901 -0.9803
5 H 1.2021 -0.7215 0.9036
6 C 0.4630 0.0762 1.2560
7 H 0.6762 0.5886 3.3246
8 C 0.1824 -1.2263 -1.1740
9 H 1.1504 -1.4247 -1.0499
10 N -0.0806 0.7512 0.2359
11 N -0.2542 1.9494 1.8807
12 N -0.4853 1.9145 0.5247
13 H -1.3349 0.1321 -2.6182
14 C 0.4062 0.8395 2.3378

The SMILES is [H]/N=C(\C)n1ccnn1. The LUMO energy comes out at 0.6 eV.

***

Version c
DFT (the ωB97M-V functional and the def2-TZVPD basis) results for a single C4H6N4 molecule.

Geometry (Å):
1 C -0.9088 1.2470 0.4943
2 H -0.4386 1.6421 1.5830
3 N 2.2126 -0.2287 -0.1376
4 H -1.8453 1.9437 -0.1505
5 H -3.2503 0.2012 -0.1843
6 H -2.7697 -1.7999 -0.8523
7 H -1.4992 -0.4247 1.6328
8 H -2.0664 -0.0575 -1.5133
9 N 1.5742 0.9152 -0.4671
10 C 0.2396 -0.6560 0.1619
11 C -1.2648 -0.2774 0.4856
12 N 0.3087 0.6034 -0.3570
13 C -2.4748 -0.6113 -0.5125
14 N 1.3791 -1.2499 0.3486

The SMILES is C[C@@H]1Cn2nnnc21. The LUMO energy comes out at 0.4 eV.

***

Version d
DFT (the ωB97M-V functional and the def2-TZVPD basis) results for a molecular structure, C4H6N4.

Geometry (Å):
1 H 2.5326 -1.6597 0.1835
2 C 0.4852 -0.9907 -0.0294
3 N -1.1483 0.1784 -0.1197
4 H -0.1334 0.5160 1.8579
5 H -1.0726 -1.5782 1.4694
6 N -1.6326 1.5216 -0.2378
7 H -1.0912 3.1782 -1.5468
8 N 0.0487 1.0361 -1.7094
9 C -0.4752 -0.5255 1.0345
10 H 1.9721 -0.3857 1.1779
11 C -0.0988 0.1005 -0.8970
12 H -0.0771 -1.9352 -0.4837
13 C -0.9803 1.8870 -1.3608
14 N 1.6709 -1.3430 0.6615

The LUMO energy comes out at 0.5 eV.

***

Which of them is the least stable? Correct choice: version c.

***

Version a
DFT (the ωB97M-V functional and the def2-TZVPD basis) results for a single C4H6N4 molecule.

Geometry (Å):
1 H 1.0314 1.7159 -0.0056
2 N 1.3109 -1.5823 -0.0826
3 C -1.0126 -0.5963 0.0426
4 H 3.5328 0.6570 0.1405
5 H -2.5713 -1.5097 -0.0670
6 N 2.4916 -1.1365 -0.0320
7 H -2.7913 0.5635 -0.4355
8 C 2.5341 0.2110 0.1101
9 N 0.4732 -0.5382 -0.1003
10 H -1.7879 1.0304 1.2130
11 N -1.6017 -1.7648 0.0846
12 C 1.2552 0.6673 -0.0174
13 H -1.2003 1.5279 -0.7995
14 C -1.6640 0.7548 -0.0510

The SMILES is [H]/N=C(\C)n1ccnn1. The LUMO energy comes out at 0.4 eV.

***

Version b
DFT (the ωB97M-V functional and the def2-TZVPD basis) results for a single C4H6N4 molecule.

Geometry (Å):
1 H -2.3864 1.2856 0.2204
2 C -0.1326 0.8145 -0.2265
3 C -1.5565 0.6478 -0.1076
4 N 2.4731 -0.3920 0.0524
5 H -2.8815 -1.1969 0.1090
6 H 0.3772 2.5264 0.8714
7 C -1.8352 -0.7474 0.1018
8 C 0.2849 -0.5416 -0.2238
9 N 0.5788 1.9435 -0.1583
10 H -0.5595 -2.3399 -0.5283
11 H 3.2670 -1.0924 0.4111
12 N -0.7872 -1.3889 -0.0470
13 N 1.4852 -1.1181 -0.1099
14 H 1.6728 1.5993 -0.3645

The SMILES is [H]/N=N/c1[nH]ccc1N. The LUMO energy comes out at 0.6 eV.

***

Which of them is the least stable? Correct choice: version b.

***

Version a
DFT (the ωB97M-V functional and the def2-TZVPD basis) results for a single C3H6O3 molecule.

Geometry (Å):
1 H -0.3446 0.4651 -1.6602
2 C 0.5258 -0.1341 0.1675
3 O 1.6556 0.1724 0.9175
4 H 0.2474 -2.0374 0.3996
5 H -2.3731 -0.4240 -0.0844
6 C -0.8699 0.3287 0.5835
7 H 0.1265 1.8385 -0.7180
8 H 2.3547 -0.4592 0.8095
9 O -1.7955 -0.6795 0.5761
10 O 0.5921 -1.5259 -0.2609
11 H -0.9904 0.9767 1.4207
12 C -0.2235 0.8694 -0.6750

The SMILES is O[C@@H]1CC1(O)O. The LUMO energy comes out at 0.8 eV.

***

Version b
DFT (the ωB97M-V functional and the def2-TZVPD basis) results for a single C3H6O3 molecule.

Geometry (Å):
1 H -0.5548 2.0957 -1.2650
2 H -0.9465 -1.2939 0.0960
3 O 1.3039 -1.2050 0.7578
4 H 0.7866 0.6493 1.3364
5 C 1.3102 0.1649 0.5074
6 O 0.6659 0.4733 -0.7222
7 C -1.7971 -0.6591 -0.1139
8 C -0.4801 1.2051 -0.6567
9 H -2.8312 -0.9160 0.0578
10 H 2.3359 0.5488 0.4280
11 O -1.6066 0.5725 -0.4841
12 H 1.8137 -1.6356 0.0585

The LUMO energy (alpha / beta) comes out at 0.7 / 0.8 eV.

***

Which of them is the least stable? Correct choice: version b.

***

Version a
DFT (the ωB97M-V functional and the def2-TZVPD basis) results for a single C3H6O3 molecule.

Geometry (Å):
1 H -0.3753 -0.8132 -1.1496
2 H 0.6118 -1.5295 1.3146
3 H 0.7530 0.4314 1.8505
4 C 0.8722 -1.0152 0.3007
5 O -1.1436 0.3291 -1.5602
6 H 1.9731 -0.9907 0.2702
7 O 0.2894 -1.5198 -0.8161
8 C -0.8626 1.3882 -1.0037
9 H -1.2723 2.2963 -1.4808
10 H -0.8621 -0.1874 1.1994
11 O -0.1585 1.5423 0.0800
12 C 0.1749 0.0687 0.9949

The SMILES is O=COCCO. The LUMO energy comes out at 0.8 eV.

***

Version b
DFT (the ωB97M-V functional and the def2-TZVPD basis) results for 2 unconnected molecules or ions with the total composition C3H6O3.

Geometry (Å):
1 H 1.7559 -1.3972 1.0253
2 H -1.5648 -1.4067 0.0285
3 C 1.2802 0.4871 -0.0701
4 H 1.2897 1.1526 -1.1302
5 O 2.3286 -0.5133 -0.3344
6 H -1.4164 0.8755 1.0968
7 C 0.0798 -0.3262 -0.1951
8 O -0.0194 -1.5429 -0.1406
9 O -2.3588 -0.5714 -0.2596
10 H 1.3631 1.2065 0.9015
11 H -1.3661 1.4860 -0.8104
12 C -1.3718 0.5501 -0.1118

The LUMO energy comes out at -1.6 eV.

***

Version c
DFT (the ωB97M-V functional and the def2-TZVPD basis) results for a single C3H6O3 molecule.

Geometry (Å):
1 C 0.3099 0.2948 -1.1390
2 C -0.8239 0.0563 -0.0283
3 H 0.1443 1.3852 -1.4101
4 H -0.4096 -1.7401 0.3948
5 O -1.8450 0.9762 0.0991
6 H -2.5551 0.6407 0.5970
7 H 1.4989 -0.8999 1.5905
8 O -1.1448 -1.1777 0.1594
9 C 1.2985 0.0220 0.9475
10 O 1.4860 -0.1777 -0.4722
11 H 0.1917 -0.3069 -2.1038
12 H 1.8492 0.9272 1.3652

The LUMO energy (alpha / beta) comes out at 0.6 / 0.6 eV.

***

Version d
DFT (the ωB97M-V functional and the def2-TZVPD basis) results for 2 unconnected molecules or ions with the total composition C3H6O3.

Geometry (Å):
1 O -0.2959 1.9381 0.0743
2 C -0.8616 1.0881 0.7985
3 H -1.4214 -0.8818 -0.5611
4 H 1.6828 0.6038 0.4405
5 H 0.3916 0.1908 -1.6901
6 H 0.7344 -0.8038 1.2003
7 C 0.4346 -0.6182 -0.9539
8 O -0.6898 -1.4265 -0.9203
9 H 1.2994 -1.2629 -1.2182
10 O -1.9048 0.4380 0.7060
11 C 0.8671 -0.1083 0.3747
12 H -0.2363 0.8427 1.7493

The LUMO energy (alpha / beta) comes out at -2.2 / -2.2 eV.

***

Which of them is the least stable? Correct choice: version b.

***

Version a
DFT (the ωB97M-V functional and the def2-TZVPD basis) results for a single C3H6O3 molecule.

Geometry (Å):
1 H 1.8298 -0.1831 -0.9353
2 C -0.3809 1.2279 -0.2869
3 H -0.6743 2.2120 0.0452
4 H -0.6129 -0.7779 1.4659
5 C 1.2414 -0.3346 -0.0614
6 H -1.7286 -1.6662 0.1874
7 C -0.9454 -0.9127 0.3220
8 O 0.8001 0.8957 0.4384
9 O 0.2127 -1.2225 -0.4422
10 O -1.4353 0.2855 -0.0902
11 H 1.8712 -0.8159 0.7054
12 H -0.1777 1.2919 -1.3484

The SMILES is C1OCOCO1. The LUMO energy comes out at 1.0 eV.

***

Version b
DFT (the ωB97M-V functional and the def2-TZVPD basis) results for a single C3H6O3 molecule.

Geometry (Å):
1 C 0.1654 -0.2321 -0.0822
2 H -2.3186 0.0265 0.4432
3 O -0.1584 -0.3592 -1.4106
4 H -0.5463 -2.0502 0.1695
5 O -2.1649 0.3416 -0.4626
6 H -0.7819 1.7558 -1.0204
7 H 1.4747 0.9584 1.3536
8 H 1.9974 -0.7345 0.6779
9 H 1.9963 0.7540 -0.2080
10 C 1.5018 0.2097 0.5234
11 C -0.8646 0.6351 -0.7011
12 O -0.3008 -1.3050 0.7173

The SMILES is C[C@]1(O)O[C@H]1O. The LUMO energy comes out at 0.8 eV.

***

Which of them is the least stable? Correct choice: version b.

***

Version a
DFT (the ωB97M-V functional and the def2-TZVPD basis) results for 2 unconnected molecules or ions with the total composition C3H6O3.

Geometry (Å):
1 O -0.1544 1.6168 -0.9657
2 C -0.2506 -1.1812 -0.5029
3 O 0.8119 -1.4523 0.2959
4 H -0.1017 0.9568 -1.6834
5 H 1.5934 -1.2038 -0.2227
6 H -1.6404 0.8643 0.3289
7 C 0.2907 0.6900 1.1542
8 C -0.5667 0.9882 0.1796
9 H 1.3477 0.9191 1.0409
10 H -1.1896 -1.4687 -0.0141
11 H -0.0005 0.1787 2.0679
12 O -0.1398 -0.9080 -1.6785

The SMILES is C=CO.O=CO. The LUMO energy comes out at 0.7 eV.

***

Version b
DFT (the ωB97M-V functional and the def2-TZVPD basis) results for 2 unconnected molecules or ions with the total composition C3H6O3.

Geometry (Å):
1 H -1.1094 -0.3255 1.0940
2 O 1.1546 -0.2330 -1.1370
3 H 0.9448 0.6477 2.0559
4 C 0.7228 -0.2156 -0.0071
5 H -0.5499 0.7238 -1.8485
6 O -1.3442 1.0884 -1.4299
7 H -1.0586 -1.3701 -0.3523
8 H -0.1220 -1.7980 1.1008
9 C 1.4447 0.6149 1.0670
10 C -0.4783 -0.9706 0.4771
11 O 2.4719 1.1962 0.8474
12 H -2.0765 0.6417 -1.8674

The SMILES is CC(=O)C=O.O. The LUMO energy comes out at -0.6 eV.

***

Version c
DFT (the ωB97M-V functional and the def2-TZVPD basis) results for a single C3H6O3 molecule.

Geometry (Å):
1 H -2.4208 0.3289 -0.3774
2 O 0.8443 -0.1904 -0.2382
3 C 1.9340 -0.5374 0.6829
4 O -0.4840 -0.2077 1.6347
5 H 0.0891 0.1226 -1.8184
6 C -0.3781 -0.0212 0.4624
7 H 1.8418 0.1146 1.6278
8 C -1.2986 0.6314 -0.5739
9 O -0.9638 0.2937 -1.8519
10 H 2.9514 -0.2153 0.1409
11 H 1.9666 -1.6401 0.9729
12 H -1.1449 1.6879 -0.3301

The SMILES is COC(=O)CO. The LUMO energy comes out at 0.7 eV.

***

Version d
DFT (the ωB97M-V functional and the def2-TZVPD basis) results for a single C3H6O3 molecule.

Geometry (Å):
1 O 0.3948 -0.7676 1.3327
2 C -1.1558 0.8489 0.0829
3 C 1.2909 0.3230 -0.6034
4 H -1.0224 1.8877 0.1510
5 O 2.2096 0.7624 0.0104
6 C 0.1271 -0.3512 0.0344
7 O -0.2364 -1.4184 -0.8510
8 H -0.7256 -2.1293 -0.2458
9 H -1.7919 0.4491 -0.6607
10 H 1.0807 0.5766 -1.7548
11 H -1.6120 0.5655 1.0458
12 H 1.4410 -0.7468 1.4584

The SMILES is CC(O)(O)C=O. The LUMO energy comes out at 0.7 eV.

***

Which of them is the least stable? Correct choice: version a.